Formula: C31H41BN9OPbS3
Source: the OMol25 dataset
Level of theory: wB97M-V/def2-TZVPD

The charge is +3. The LUMO energy comes out at -0.3506 Eh. As for the spin multiplicity: 1. The calculation puts the highest occupied orbital energy at -17.08 eV. As for the orbital gap: 0.277 Ha.

Each line ends with the Mulliken charge.
Geometry (Å):
Pb (-1.98303, -0.23415, -1.60076)  0.93
C (4.99106, -1.12658, 1.91103)  -1.52
C (3.76489, -1.12993, 2.76250)  -0.02
C (3.75392, -1.37802, 4.12789)  0.03
C (2.56140, -1.38245, 4.87627)  -0.49
N (1.38040, -1.10714, 4.29967)  -0.78
N (1.40759, -0.85187, 3.02973)  0.92
B (0.23165, -0.42340, 2.07699)  -0.70
N (-0.13721, 1.03625, 2.24976)  0.63
N (0.83447, 1.65707, 2.97624)  -0.23
C (0.59313, 2.82386, 3.49598)  0.16
C (-0.67509, 3.44074, 3.31056)  -0.44
C (-1.61588, 2.88316, 2.50186)  -0.74
C (-2.91637, 3.56812, 2.22582)  -1.94
C (-1.30065, 1.62275, 1.89919)  1.72
S (-2.45213, 0.95078, 0.80314)  -0.42
C (1.68048, 3.49026, 4.31422)  1.93
C (1.15320, 3.66031, 5.74993)  -1.56
C (1.99199, 4.86280, 3.69918)  -1.74
C (2.94819, 2.64084, 4.33718)  -1.65
N (-0.91161, -1.42579, 2.05482)  0.75
N (-1.43330, -1.29355, 3.28757)  -0.02
C (-2.43058, -2.06351, 3.63644)  0.09
C (-2.91222, -3.04292, 2.73278)  -0.46
C (-2.39042, -3.17073, 1.47502)  0.07
C (-2.88793, -4.19508, 0.50471)  -1.69
C (-1.34963, -2.27099, 1.11728)  0.32
S (-0.65734, -2.26880, -0.48431)  -0.32
C (-3.04438, -1.87646, 5.00756)  2.10
C (-2.35815, -0.73889, 5.76164)  -1.84
C (-4.53538, -1.54925, 4.82218)  -1.68
C (-2.88959, -3.18928, 5.79278)  -1.54
C (2.49852, -0.86694, 2.26611)  0.54
S (1.77984, -0.67478, 0.66651)  -0.09
C (2.50222, -1.68215, 6.35895)  2.47
C (3.88069, -2.01495, 6.92750)  -2.30
C (1.93386, -0.44098, 7.07134)  -1.40
C (1.55572, -2.87715, 6.56477)  -1.48
H (5.78823, -1.70212, 2.37548)  0.46
H (5.34908, -0.10255, 1.78054)  0.34
H (4.79112, -1.53682, 0.92047)  0.43
H (4.68759, -1.59471, 4.62943)  0.71
H (-0.87293, 4.39308, 3.78331)  0.49
H (-2.98962, 4.48728, 2.80134)  0.51
H (-3.75803, 2.92286, 2.48008)  0.38
H (-3.00599, 3.81256, 1.16636)  0.37
H (0.26277, 4.28765, 5.79375)  0.36
H (1.91748, 4.14400, 6.35772)  0.48
H (0.92004, 2.69426, 6.20334)  0.26
H (1.11276, 5.50598, 3.65324)  0.34
H (2.39296, 4.76435, 2.68873)  0.35
H (2.73853, 5.36746, 4.31178)  0.50
H (2.75296, 1.65608, 4.76534)  -0.01
H (3.69843, 3.13921, 4.95001)  0.55
H (3.36296, 2.51102, 3.33495)  0.33
H (-3.71854, -3.69382, 3.04478)  0.47
H (-3.65461, -4.81611, 0.96116)  0.43
H (-2.07212, -4.83509, 0.16665)  0.37
H (-3.30961, -3.72437, -0.38437)  0.34
H (-2.48438, 0.21520, 5.24559)  0.23
H (-1.28954, -0.92342, 5.87795)  0.21
H (-2.80561, -0.65049, 6.75072)  0.58
H (-4.67160, -0.62941, 4.25028)  0.35
H (-4.99468, -1.41010, 5.80038)  0.47
H (-5.07571, -2.35311, 4.32051)  0.38
H (-1.83938, -3.46235, 5.91081)  0.22
H (-3.41129, -4.02112, 5.31771)  0.37
H (-3.31963, -3.06333, 6.78590)  0.50
H (4.57647, -1.17738, 6.84346)  0.51
H (4.31923, -2.89617, 6.45467)  0.47
H (3.77704, -2.23778, 7.98821)  0.41
H (2.59931, 0.41757, 6.96430)  0.31
H (1.83874, -0.65728, 8.13493)  0.56
H (0.94782, -0.17954, 6.68524)  0.12
H (1.92752, -3.77088, 6.05994)  0.38
H (0.55323, -2.65520, 6.19923)  0.13
H (1.49051, -3.09735, 7.62962)  0.48
N (-0.03250, 3.30691, -2.89702)  -0.30
C (0.17653, 2.32034, -2.05236)  0.51
O (-0.12507, 1.12923, -2.27842)  -0.71
C (0.79700, 2.65469, -0.73253)  0.64
C (1.58791, 1.73281, -0.21189)  0.19
N (2.33921, 0.85623, 0.14561)  -0.26
C (0.49902, 3.85962, -0.02975)  -0.02
N (0.25056, 4.82107, 0.54779)  -0.38
H (-0.45074, 3.11716, -3.79842)  0.30
H (0.28867, 4.24755, -2.71509)  0.23

***

Formula: C31H41Cl2CoN2
Source: the OMol25 dataset
Level of theory: wB97M-V/def2-TZVPD

The charge is +2. The LUMO energy (alpha / beta) comes out at -0.2466 / -0.2837 Eh. As for the spin multiplicity: 5. The expectation value of S² is 6.024. The calculation puts the highest occupied orbital energy (alpha / beta) at -14.17 / -14.37 eV. As for the orbital gap (alpha / beta): 0.274 / 0.244 Ha.

Each line ends with the Mulliken charge.
Geometry (Å):
Co (0.82752, -0.03187, -0.27892)  -0.06
C (-0.64096, 0.95654, 1.98149)  0.74
C (0.80235, 1.08377, 1.95346)  0.65
C (1.37714, -0.21073, 1.78013)  0.07
C (0.26850, -1.13477, 1.91138)  0.79
C (-0.95719, -0.39253, 1.92540)  1.34
C (-2.32615, -0.97964, 2.01062)  -1.81
C (0.41332, -2.58164, 2.19302)  -1.56
C (2.81329, -0.55549, 2.08318)  -1.75
C (1.54791, 2.32429, 2.27159)  -1.59
C (-1.58916, 2.08517, 2.18172)  -1.75
H (-3.05192, -0.37641, 1.46547)  0.35
H (-2.65813, -1.01729, 3.05106)  0.41
H (-2.35766, -1.99421, 1.61873)  0.32
H (1.21361, -3.04091, 1.61505)  0.32
H (-0.50809, -3.13429, 2.02199)  0.38
H (0.68523, -2.69746, 3.24880)  0.40
H (3.00365, -0.50646, 3.15692)  0.36
H (3.50865, 0.13048, 1.59931)  0.44
H (3.05815, -1.56437, 1.75417)  0.39
H (2.57430, 2.29917, 1.91048)  0.29
H (1.59315, 2.41774, 3.36323)  0.42
H (1.04811, 3.21664, 1.89554)  0.37
H (-2.54790, 1.88893, 1.70558)  0.38
H (-1.19722, 3.02793, 1.80388)  0.23
H (-1.78542, 2.21221, 3.25040)  0.43
C (1.96992, 2.99781, -0.81401)  -1.17
C (0.55919, 3.51309, -0.76393)  0.84
C (0.33565, 4.84444, -0.44201)  -0.76
C (-0.95042, 5.35853, -0.38639)  -1.09
C (-2.02973, 4.52987, -0.63231)  -0.90
C (-1.85388, 3.18970, -0.96437)  1.53
C (-3.08564, 2.34108, -1.15201)  -1.74
C (-0.54249, 2.70517, -1.05940)  -0.31
N (-0.32430, 1.31624, -1.34439)  0.72
C (-0.79231, 0.75759, -2.39976)  0.96
C (-1.36502, 1.46648, -3.57752)  -2.33
C (-0.80059, -0.76503, -2.41262)  0.99
C (-1.36890, -1.45248, -3.60503)  -2.41
N (-0.34302, -1.34300, -1.36408)  0.86
C (-0.55732, -2.73945, -1.10856)  -0.48
C (0.55136, -3.55916, -0.88751)  0.80
C (1.95918, -3.03904, -0.95319)  -0.62
C (0.33557, -4.89975, -0.60294)  -0.92
C (-0.94921, -5.40822, -0.49700)  -1.09
C (-2.03494, -4.56887, -0.67027)  -0.97
C (-1.86736, -3.22291, -0.98460)  1.45
C (-3.10272, -2.37698, -1.16181)  -1.56
H (2.64003, 3.67973, -0.29416)  0.48
H (2.32229, 2.89328, -1.84048)  0.40
H (2.08008, 2.01559, -0.33526)  -0.08
H (1.18285, 5.48346, -0.22993)  0.46
H (-1.10903, 6.39707, -0.13355)  0.45
H (-3.03683, 4.91875, -0.55522)  0.55
H (-3.84563, 2.63368, -0.42881)  0.63
H (-2.89693, 1.27417, -1.02289)  0.13
H (-3.52546, 2.49112, -2.13907)  0.38
H (-1.25143, 2.54250, -3.48692)  0.42
H (-2.42218, 1.22957, -3.70533)  0.37
H (-0.85574, 1.12492, -4.48026)  0.62
H (-0.82027, -1.13067, -4.49270)  0.61
H (-2.41265, -1.17712, -3.76185)  0.39
H (-1.29412, -2.53177, -3.51304)  0.41
H (2.29296, -2.87867, -1.97755)  0.32
H (2.64526, -3.74238, -0.48425)  0.46
H (2.08149, -2.08246, -0.42334)  -0.20
H (1.18811, -5.54883, -0.44910)  0.47
H (-1.10204, -6.45323, -0.26805)  0.47
H (-3.03937, -4.95759, -0.56503)  0.55
H (-3.86352, -2.67858, -0.44376)  0.59
H (-3.53727, -2.51742, -2.15235)  0.37
H (-2.91820, -1.31224, -1.01985)  0.06
Cl (4.72102, -1.65984, -3.19469)  -0.09
C (4.17186, -0.05126, -2.81146)  -0.46
Cl (2.38076, -0.01396, -2.52230)  0.18
H (4.34365, 0.61346, -3.65128)  0.43
H (4.65121, 0.30033, -1.90459)  0.28

***

Formula: C31H41N7TeTi
Source: the OMol25 dataset
Level of theory: wB97M-V/def2-TZVPD

The charge is 0. The LUMO energy comes out at 0.0112 Eh. As for the spin multiplicity: 1. The calculation puts the highest occupied orbital energy at -4.86 eV. As for the orbital gap: 0.190 Ha. The energy relative to the best compared isomer or geometry (same formula, charge and spin) comes out at 18.6 kcal per mole.

Each line ends with the Mulliken charge.
Geometry (Å):
Ti (-0.48402, -0.62068, 0.26968)  -1.66
C (-0.13961, 1.34521, -4.15303)  -1.01
C (-0.15975, 2.40022, -3.08044)  0.64
C (0.11043, 3.70878, -3.42845)  -0.92
C (0.01451, 4.68005, -2.44486)  -0.84
C (-0.34222, 4.31066, -1.17273)  -1.28
C (-0.55828, 2.95599, -0.85585)  0.70
N (-0.45812, 2.02943, -1.81823)  0.29
C (-0.96346, 2.57705, 0.54660)  0.31
C (-1.30519, 3.59866, 1.38190)  -0.68
C (-1.96561, 3.36159, 2.63220)  -1.42
C (-2.20557, 2.08614, 2.98829)  -1.32
C (-1.68215, 1.00325, 2.20957)  0.58
N (-1.10706, 1.24158, 0.92300)  1.70
C (-1.58226, -0.25821, 2.77861)  0.43
C (-2.42614, -0.71310, 3.86449)  -1.23
C (-2.18068, -1.89847, 4.45799)  -1.01
C (-1.06835, -2.69209, 4.02380)  -1.10
C (-0.35872, -2.29921, 2.93412)  1.03
C (0.84194, -3.09127, 2.48140)  -1.68
N (-0.65897, -1.16463, 2.22340)  1.40
H (-1.14429, 0.96404, -4.34861)  0.18
H (0.50895, 0.51766, -3.87046)  -0.05
H (0.23905, 1.76206, -5.08477)  0.48
H (0.37411, 3.95748, -4.44719)  0.43
H (0.20257, 5.72140, -2.67343)  0.42
H (-0.44687, 5.08468, -0.43473)  0.35
H (-1.16721, 4.62302, 1.09102)  0.37
H (-2.25545, 4.19158, 3.26110)  0.41
H (-2.67827, 1.85806, 3.93314)  0.33
H (-3.27411, -0.11447, 4.16778)  0.41
H (-2.81958, -2.25428, 5.25667)  0.38
H (-0.78518, -3.59312, 4.55033)  0.50
H (0.60416, -4.15223, 2.36263)  0.38
H (1.63258, -3.02099, 3.23003)  0.36
H (1.25859, -2.69312, 1.55971)  0.12
C (-0.34144, -1.93513, -2.52108)  -0.63
C (0.07428, -3.00583, -1.49174)  -0.60
N (-0.73654, -2.86873, -0.27461)  0.08
C (-2.12548, -3.33021, -0.44384)  -0.91
C (-3.09898, -2.49862, 0.38298)  -0.73
N (-2.85266, -1.06824, 0.23340)  0.41
C (-3.34323, -0.39420, -0.96238)  -1.06
C (-2.49233, -0.70800, -2.19463)  -0.72
N (-1.05262, -0.81195, -1.88683)  1.56
H (0.55740, -1.55737, -3.00914)  0.10
H (-0.97359, -2.37158, -3.29822)  0.49
H (-0.01753, -4.00565, -1.93251)  0.59
H (1.10925, -2.84278, -1.19822)  0.15
H (-0.29743, -3.39578, 0.47072)  0.12
H (-2.37797, -3.27347, -1.50203)  0.32
H (-2.22517, -4.38375, -0.16542)  0.55
H (-4.12622, -2.77538, 0.10901)  0.48
H (-2.96234, -2.73280, 1.44144)  0.19
H (-3.17941, -0.57946, 1.06123)  0.33
H (-4.39143, -0.63775, -1.18368)  0.52
H (-3.28398, 0.67500, -0.75478)  0.28
H (-2.81851, -1.64119, -2.65399)  0.49
H (-2.66804, 0.07635, -2.93550)  0.38
H (-0.61103, 0.08307, -2.10262)  -0.43
C (4.28525, 1.57325, -3.75775)  -1.06
Te (3.20716, 0.43810, -2.29874)  0.23
C (2.83680, 2.14312, -1.07997)  -0.64
H (3.67208, 2.40520, -4.09858)  0.29
H (4.51001, 0.92600, -4.60312)  0.32
H (5.21424, 1.94562, -3.33406)  0.31
H (3.76492, 2.46707, -0.61671)  0.61
H (2.12438, 1.83565, -0.32002)  -0.28
H (2.41447, 2.93650, -1.69362)  0.36
N (1.26110, -0.54428, 0.16459)  0.67
C (2.34519, -0.50206, 1.02598)  -0.32
C (3.44696, -1.35484, 0.86444)  0.07
C (4.48367, -1.36435, 1.78327)  -0.65
C (4.46114, -0.51492, 2.88220)  -0.59
C (3.38502, 0.35029, 3.04381)  -0.84
C (2.34204, 0.36106, 2.13310)  -0.12
H (3.47345, -2.01093, 0.00198)  0.35
H (5.31937, -2.03863, 1.63808)  0.41
H (5.27161, -0.52313, 3.59928)  0.39
H (3.35354, 1.02040, 3.89467)  0.43
H (1.49283, 1.02159, 2.26896)  0.16

***

Computed electronic energy (eV) in order:
-86676.938, -98450.674, -73652.542
Computed maximum force (eV/Å) in order:
0.32, 0.50, 0.64